{
  "formula": "C43H49BHfI2N9O",
  "method": "wB97M-V/def2-TZVPD",
  "symbols": ["C", "H", "C", "H", "H", "I", "C", "H", "N", "C", "H", "H", "C", "H", "N", "H", "H", "C", "C", "C", "C", "H", "H", "H", "C", "N", "H", "C", "H", "C", "C", "C", "C", "H", "C", "C", "H", "C", "H", "H", "H", "C", "C", "C", "C", "C", "C", "C", "C", "C", "H", "H", "C", "B", "C", "H", "H", "C", "H", "C", "I", "C", "C", "H", "N", "H", "H", "H", "H", "C", "H", "H", "H", "H", "C", "H", "Hf", "N", "H", "C", "H", "H", "H", "N", "H", "C", "C", "H", "H", "C", "O", "N", "C", "H", "C", "H", "H", "H", "H", "H", "H", "C", "N", "N", "H", "C"],
  "coordinates": [[-3.662139, -0.033787, -0.035908], [-3.781648, -1.932692, 2.470175], [2.182435, 1.549983, 1.791142], [1.284706, 3.282374, -3.253203], [0.478125, 5.672059, -3.324685], [-7.456567, 2.093319, -0.114888], [1.636471, 2.674886, -0.241075], [5.042943, -1.335545, -1.674272], [-0.262970, -2.529366, -0.989249], [2.148866, 3.869154, 0.239316], [-4.119999, 2.454076, 4.052048], [4.939568, 1.133519, -1.805364], [4.696126, 0.607337, -0.881495], [-1.679027, -4.518146, 1.736087], [0.444012, -0.849106, 1.858878], [-4.591294, 0.172909, 3.167882], [0.792355, 4.381212, -5.379832], [-2.513911, -0.261751, 2.851952], [3.589433, 0.354468, 3.451353], [0.244472, 3.540914, -3.464645], [0.012135, -4.689662, 0.370138], [-0.267238, -0.187718, 2.227133], [-2.905918, -1.781414, -1.016223], [0.050955, 1.637516, 3.492864], [-1.974256, 2.142124, -3.309607], [1.774725, -0.814405, -1.860368], [-4.793739, 3.666378, 0.212133], [2.441800, 0.365663, 2.650960], [4.618363, -1.542413, 0.816681], [-4.482955, 2.634825, 0.127700], [-1.226095, -4.385781, -1.822925], [-5.412405, 1.624956, -0.043805], [-1.994649, 2.225355, 3.846941], [3.607536, -2.620345, -0.154460], [2.988318, -1.739528, 4.433861], [-1.421949, -3.357306, -2.703755], [1.487701, -3.156557, 0.843028], [-2.193317, 0.840803, -2.975549], [-2.688565, 2.832546, -3.725005], [1.559989, -1.066956, -5.066075], [3.175827, -2.545873, 5.129566], [1.924361, -0.986638, -4.055649], [3.213852, -0.924165, -3.566733], [-2.688851, 0.974843, 0.084805], [1.586610, 1.486038, 0.507874], [1.608014, -0.750031, 2.712906], [2.608815, 3.931660, 1.541783], [-1.162593, -5.287798, 1.158275], [-3.310361, 1.803514, 3.747849], [-0.481962, -3.832537, -0.766439], [1.261323, 2.674305, -1.251430], [2.164898, 4.748964, -0.392153], [1.873170, -1.771262, 3.616186], [-0.453085, -1.047848, -3.057444], [-3.575454, 0.536068, 3.255128], [2.931419, -1.127026, 0.524510], [-4.212040, -2.081133, 0.130206], [3.863117, -0.670448, 4.338162], [0.183781, 4.904897, -1.762177], [-2.723811, -1.665690, 2.343099], [-1.713464, 3.769720, 0.559007], [2.635175, 2.774274, 2.296568], [-0.605280, 2.384696, -3.012296], [-1.889882, -5.759977, 0.499491], [-0.067689, 1.298172, -2.493144], [0.522005, -5.526682, -0.113650], [1.770820, -4.698959, 1.643394], [-1.939938, -3.332175, -3.647714], [2.960552, 4.865997, 1.959296], [-3.294254, -1.501091, -0.034993], [-1.746049, 3.207420, 4.223673], [-2.056513, -2.818074, 0.827884], [3.006905, 2.824741, 3.310978], [1.193219, -2.608045, 3.697144], [4.213596, -0.816041, -1.189190], [-1.545783, -5.407017, -1.936581], [0.309289, -0.080727, -0.386139], [-0.840690, -2.255552, -2.201289], [-0.799113, -6.037131, 1.861747], [0.996813, -4.006631, 1.315234], [-0.928121, 4.000764, -5.233638], [-2.129930, -2.331667, 2.973948], [0.469443, -3.675829, 2.208774], [-1.030645, 0.306350, -2.491212], [4.299535, 1.163823, 3.354983], [-3.146340, 2.297069, 0.193447], [3.819878, -1.575081, 0.075689], [0.030743, -1.763144, 2.001609], [-3.086507, 0.244443, -3.074645], [0.077852, 3.657923, -4.987787], [-1.387582, 0.705960, 0.178531], [-1.246288, 0.149109, 2.939905], [-0.082225, 4.886331, -2.816879], [0.245875, 2.702312, -5.485659], [-0.995049, 1.359006, 3.431522], [4.754982, -0.630220, 4.948739], [-1.145109, 5.115331, -2.906812], [4.130714, -0.963151, -4.128380], [3.940541, 1.177527, -0.347265], [5.596880, 0.561753, -0.268024], [-0.820962, -1.222293, -4.180230], [3.084886, -0.822174, -2.182285], [-2.278536, -1.840335, 0.961789], [1.080962, -0.929043, -3.027787], [-5.738440, -0.481918, -0.235724], [-5.005702, 0.306496, -0.118234]],
  "forces_ev_per_angstrom": [[0.4, -0.1, 0.1], [0.0, 0.0, 0.1], [0.0, 0.0, -0.1], [0.0, 0.0, 0.0], [0.0, 0.0, 0.0], [0.2, 0.0, 0.0], [0.0, 0.0, -0.1], [-0.1, -0.1, 0.0], [0.1, 0.2, -0.2], [0.0, 0.0, 0.0], [0.0, 0.0, 0.0], [0.0, 0.0, 0.0], [0.1, -0.1, -0.1], [0.0, 0.0, 0.1], [4.8, -1.8, -3.1], [0.0, 0.0, 0.0], [0.0, 0.0, 0.0], [-0.3, -0.1, 0.2], [0.0, 0.0, 0.0], [-0.1, 0.2, 0.0], [0.0, 0.2, 0.2], [-0.6, -0.2, 0.2], [0.1, -0.1, 0.0], [0.0, 0.1, -0.1], [-0.1, 0.0, 0.1], [0.6, -0.1, -0.6], [0.0, 0.0, 0.0], [0.1, 0.0, 0.0], [0.0, 0.0, 0.0], [0.0, 0.0, 0.0], [-0.1, 0.1, 0.0], [-0.4, 0.1, 0.0], [0.1, -0.1, 0.0], [0.0, 0.0, 0.0], [0.0, 0.1, 0.0], [-0.1, -0.1, 0.1], [0.0, 0.0, 0.1], [-0.1, 0.1, 0.1], [0.0, 0.0, 0.0], [-0.1, -0.1, 0.0], [0.0, 0.0, 0.0], [0.1, 0.1, 0.0], [0.0, 0.0, 0.0], [-0.7, 0.3, 0.2], [0.4, 0.2, 0.3], [-0.4, -0.2, -0.5], [0.0, 0.0, -0.1], [0.1, -0.1, -0.1], [0.0, 0.0, 0.1], [0.0, -0.1, -0.1], [0.0, 0.0, 0.0], [0.0, 0.0, 0.0], [0.0, -0.1, 0.2], [0.2, -0.2, -0.3], [0.1, -0.1, 0.0], [0.0, 0.0, 0.1], [0.0, 0.0, -0.1], [0.1, 0.0, 0.0], [-0.1, 0.0, 0.1], [-0.2, 0.1, -0.1], [-0.2, 0.1, -0.1], [-0.1, 0.0, 0.1], [0.1, -0.1, 0.1], [0.0, 0.0, 0.0], [0.1, 0.1, 0.0], [0.0, 0.0, -0.1], [0.0, 0.0, 0.1], [0.1, 0.0, -0.1], [0.0, 0.0, 0.0], [0.1, 0.2, 0.0], [0.0, 0.0, 0.0], [0.1, 0.1, -0.1], [0.0, 0.0, 0.0], [0.0, 0.0, 0.0], [-0.2, 0.2, 0.2], [0.0, 0.0, 0.1], [-0.6, -0.4, 1.4], [-0.2, -0.2, -0.1], [0.0, 0.0, 0.0], [0.0, -0.1, -0.2], [0.0, 0.0, 0.0], [-0.1, -0.1, 0.0], [0.0, 0.0, 0.0], [0.4, -0.1, 0.0], [0.0, 0.0, 0.0], [0.6, -0.1, 0.1], [0.1, -0.1, -0.2], [-0.1, 0.1, -0.2], [0.0, -0.1, 0.0], [0.1, -0.1, 0.1], [-0.2, 0.0, -0.2], [-3.7, 2.5, 2.5], [0.0, -0.1, 0.0], [0.0, 0.0, 0.0], [-0.3, 0.4, 0.3], [0.0, 0.0, 0.0], [0.0, 0.0, 0.0], [0.0, 0.0, 0.0], [0.0, 0.0, 0.0], [0.0, 0.0, 0.0], [0.0, 0.0, 0.0], [0.0, -0.1, -0.1], [-0.1, -0.2, 0.2], [0.0, -0.3, -0.3], [0.0, 0.0, 0.1], [0.0, 0.0, 0.0]],
  "mulliken_charge": [-0.251, 0.403, 0.614, 0.303, 0.431, 0.099, 1.054, 0.675, 0.404, -0.584, 0.445, 0.399, -1.308, 0.352, 1.102, 0.443, 0.462, 1.132, -0.786, 0.269, 0.766, -0.260, -0.069, 0.334, -0.967, 0.774, 0.534, 0.616, 0.489, -0.088, -1.608, -0.910, -0.996, 0.418, -0.843, -0.506, -0.366, -0.597, 0.539, 0.545, 0.446, -0.278, -1.584, 0.170, 0.593, 0.155, -1.293, -1.619, -0.603, -0.282, -0.643, 0.530, -0.651, -0.010, -0.890, 0.212, 0.680, -1.179, -0.018, -1.211, 0.044, -0.779, -0.149, 0.383, -0.256, 0.720, 0.527, 0.578, 0.430, -1.008, 0.487, -0.423, 0.681, 0.562, 0.300, 0.578, 1.515, 0.041, 0.441, -0.684, 0.346, 0.325, 0.067, 0.973, 0.610, -0.093, -1.749, -0.991, 0.690, -1.593, 0.954, 0.376, -1.090, 0.358, -0.019, 0.446, 0.295, 0.570, 0.171, 0.416, -0.115, -0.121, 0.118, 0.040, 0.547, -0.507],
  "charge": 1,
  "molar_mass_g_mol": 1151.0,
  "homo_lumo_gap_ha": 0.3066,
  "largest_force_ev_per_a": 6.02
}